Here is C35H43IN7O4PS3Ti as an isolated structure from the Open Molecules 2025 dataset. Energies are from ωB97M-V/def2-TZVPD.

Last column: Mulliken charge in e.
Element x y z (Å)
1 Ti -0.474 -0.670 -0.202  0.93
2 N -0.903 0.653 1.557  0.29
3 C -0.417 0.062 2.798  0.56
4 C -0.396 1.033 3.972  -0.09
5 C 0.028 0.493 5.343  -1.04
6 C -0.640 -0.812 5.785  -0.84
7 N -0.053 -1.948 5.053  -0.13
8 C -0.721 -2.759 4.240  0.08
9 N -0.077 -3.440 3.276  -0.29
10 N -2.045 -2.911 4.343  -0.14
11 C 0.887 -0.664 2.460  -0.40
12 O 1.718 -0.930 3.335  -0.88
13 O 0.951 -1.048 1.247  0.03
14 H -0.424 1.531 1.355  -0.66
15 H -1.908 0.852 1.593  0.09
16 H -1.134 -0.736 3.006  0.31
17 H -1.410 1.440 4.055  0.42
18 H 0.250 1.876 3.711  -0.24
19 H -0.208 1.251 6.091  0.55
20 H 1.111 0.351 5.370  0.32
21 H -1.714 -0.758 5.595  0.35
22 H -0.495 -0.962 6.854  0.36
23 H 0.878 -1.729 4.694  0.40
24 H 0.876 -3.133 3.113  0.47
25 H -0.603 -3.530 2.394  -0.25
26 H -2.545 -2.566 5.141  0.24
27 H -2.503 -3.593 3.763  0.16
28 S -2.541 -1.981 -3.272  -0.36
29 C -0.913 -2.196 -2.992  -0.08
30 N -0.192 -2.149 -1.846  1.02
31 C 1.148 -2.502 -2.064  -1.40
32 C 2.123 -2.653 -1.079  0.17
33 C 3.416 -2.991 -1.448  -0.75
34 C 3.756 -3.188 -2.784  -0.72
35 C 2.790 -3.065 -3.771  -0.41
36 C 1.495 -2.734 -3.400  0.89
37 S 0.089 -2.561 -4.396  -0.34
38 H 1.888 -2.489 -0.037  0.24
39 H 4.172 -3.095 -0.681  0.44
40 H 4.771 -3.451 -3.053  0.43
41 H 3.037 -3.231 -4.812  0.43
42 N -4.332 -0.992 -0.392  -0.37
43 C -3.413 0.031 -0.134  0.60
44 O -2.191 -0.284 -0.598  0.25
45 C -3.672 1.181 0.505  -1.68
46 I -4.901 3.365 -1.986  -0.84
47 H -4.085 -1.423 -1.283  0.06
48 H -5.272 -0.619 -0.444  0.34
49 H -4.691 1.458 0.727  0.44
50 H -2.943 1.978 0.484  0.20
51 C -1.072 -4.944 -0.464  -0.98
52 S -2.040 -3.478 -0.137  1.04
53 C -3.252 -4.216 0.947  -1.33
54 O -1.177 -2.648 0.830  -0.11
55 H -0.707 -5.363 0.474  0.38
56 H -0.243 -4.642 -1.100  0.07
57 H -1.704 -5.659 -0.990  0.48
58 H -2.765 -4.808 1.725  0.34
59 H -3.906 -4.851 0.350  0.48
60 H -3.836 -3.386 1.348  0.36
61 N 0.516 0.473 -1.102  0.69
62 P 0.990 1.900 -1.589  1.29
63 C 0.697 3.088 -0.259  -0.39
64 C 1.539 3.104 0.855  -0.22
65 C 1.214 3.885 1.954  -0.83
66 C 0.040 4.632 1.953  -0.45
67 C -0.808 4.602 0.855  -0.77
68 C -0.480 3.837 -0.257  -0.35
69 C 2.745 1.915 -1.981  0.04
70 C 3.305 0.738 -2.472  -0.27
71 C 4.643 0.713 -2.837  -0.57
72 C 5.420 1.856 -2.709  -0.54
73 C 4.865 3.028 -2.214  -0.79
74 C 3.528 3.060 -1.849  -0.19
75 C 0.073 2.471 -3.014  0.36
76 C -1.209 1.965 -3.216  -0.22
77 C -1.985 2.456 -4.256  -1.07
78 C -1.473 3.436 -5.092  -0.61
79 C -0.190 3.936 -4.897  -0.66
80 C 0.587 3.459 -3.856  -0.79
81 H 2.443 2.506 0.860  0.50
82 H 1.876 3.912 2.810  0.48
83 H -0.214 5.239 2.813  0.40
84 H -1.730 5.170 0.854  0.49
85 H -1.156 3.807 -1.106  0.50
86 H 2.697 -0.154 -2.556  0.05
87 H 5.074 -0.204 -3.216  0.47
88 H 6.465 1.833 -2.992  0.40
89 H 5.474 3.917 -2.109  0.42
90 H 3.096 3.974 -1.459  0.48
91 H -1.615 1.206 -2.558  0.53
92 H -2.998 2.099 -4.374  0.55
93 H -2.086 3.825 -5.895  0.39
94 H 0.202 4.700 -5.556  0.42
95 H 1.588 3.844 -3.707  0.38

Forces on atoms 1 to 3 (eV/Å):
Ti 0.5 0.0 -0.3
N 0.0 0.1 0.0
C -0.1 0.0 0.0

Output
**Relative energy (zero: lowest compared OMol25 entry of this formula, charge and spin)**: 162.66 kJ/mol
**Charge**: 0
**Gap between HOMO and LUMO**: 4.96 eV
**HOMO energy**: -5.531 eV
**F_max**: 0.571 eV/A

***

Here is C35H44B2Br33ClI2N2O8S as an isolated structure at a distorted geometry from the Open Molecules 2025 dataset. Energies are from ωB97M-V/def2-TZVPD.

Last column: Mulliken charge in e.
Element x y z (Å)
1 C 3.519 1.655 3.998  -0.50
2 C 3.466 1.239 2.399  0.30
3 N 3.269 2.473 1.550  0.05
4 C 1.935 2.486 0.858  -0.93
5 C 0.908 3.691 1.307  0.45
6 O 1.262 4.697 2.304  -0.10
7 B 2.046 5.778 1.628  0.32
8 O 1.508 6.552 0.492  -0.56
9 O 3.385 6.037 2.226  -0.56
10 C -0.561 3.731 0.635  0.37
11 C -1.577 4.935 1.156  -0.87
12 C -2.267 4.326 2.539  0.20
13 C -3.907 4.450 2.534  -0.97
14 Cl -1.483 5.017 4.091  -0.12
15 C -1.037 2.640 -0.455  -1.08
16 I -3.068 2.751 -1.330  0.10
17 C -0.012 1.431 -0.907  -0.70
18 C 1.479 1.367 -0.239  0.17
19 S 2.584 -0.033 -0.796  0.47
20 C 2.015 -0.364 -2.578  1.04
21 C 0.457 -0.044 -2.882  -0.37
22 C -0.097 -0.302 -4.419  -0.37
23 C 0.857 -0.855 -5.600  0.77
24 O 0.275 -1.026 -6.925  -0.47
25 B -0.325 -2.355 -7.095  0.58
26 O 0.269 -3.351 -8.019  -0.49
27 O -1.537 -2.759 -6.329  -0.59
28 C 2.424 -1.188 -5.224  -2.62
29 I 3.620 -1.999 -6.909  0.06
30 C 3.057 -0.938 -3.721  1.61
31 C 4.644 -1.241 -3.413  0.24
32 C 5.423 0.215 -3.226  -0.37
33 C 4.878 -2.254 -2.136  -0.09
34 C 5.802 -1.600 -0.942  -0.57
35 N -0.568 0.442 -1.895  1.10
36 O -1.172 -0.569 -1.226  0.17
37 C -2.422 -0.818 -1.993  -0.49
38 C -3.694 -1.157 -1.033  0.48
39 C -4.840 -1.849 -1.962  -0.83
40 O -3.198 -2.006 0.058  -0.53
41 H 2.477 2.040 4.397  0.24
42 H 4.257 2.562 4.144  0.22
43 H 3.828 0.750 4.664  -0.21
44 H 4.540 0.819 2.150  0.17
45 H 2.689 0.387 2.202  -0.20
46 H 4.062 2.648 0.901  0.32
47 H 1.726 6.119 -0.379  0.31
48 H 3.368 5.576 3.128  0.28
49 H -0.985 5.908 1.462  0.30
50 H -2.407 5.186 0.379  0.31
51 H -2.038 3.166 2.574  0.17
52 H -4.296 5.517 2.267  0.27
53 H -4.423 3.596 1.902  0.21
54 H -4.248 4.243 3.649  0.33
55 H -1.238 -0.081 -4.636  -0.02
56 H 0.371 -4.195 -7.477  0.30
57 H -1.199 -3.553 -5.793  0.20
58 H 5.197 -1.753 -4.324  0.28
59 H 5.127 0.856 -4.176  0.31
60 H 6.591 0.083 -3.307  -0.19
61 H 5.083 0.793 -2.278  0.09
62 H 3.853 -2.574 -1.672  -0.04
63 H 5.422 -3.258 -2.451  0.25
64 H 5.417 -0.570 -0.558  -0.09
65 H 6.915 -1.458 -1.298  0.23
66 H 5.871 -2.308 0.004  0.30
67 H -2.692 0.056 -2.722  0.31
68 H -2.173 -1.744 -2.688  0.13
69 H -4.112 -0.160 -0.591  0.10
70 H -4.447 -1.824 -3.075  0.26
71 H -5.821 -1.207 -1.958  0.27
72 H -5.040 -2.975 -1.713  0.05
73 H -3.100 -1.450 0.882  0.29
74 C 0.805 -4.326 -2.800  -0.29
75 Br -0.397 -5.485 -3.798  -0.18
76 Br 2.634 -4.987 -2.827  -0.11
77 Br 0.692 -2.480 -3.401  0.02
78 H 0.474 -4.344 -1.758  0.41
79 C 1.019 2.988 -5.989  -0.48
80 Br 2.038 1.386 -6.407  0.16
81 Br 0.792 3.222 -4.073  0.05
82 Br 1.781 4.569 -6.825  -0.06
83 H 0.021 2.851 -6.415  0.41
84 C -6.380 4.617 -3.935  -0.31
85 Br -6.383 3.699 -2.221  -0.05
86 Br -4.581 5.098 -4.494  -0.03
87 Br -7.314 3.598 -5.302  -0.01
88 H -6.933 5.550 -3.799  0.36
89 C 4.927 -1.270 7.057  -0.32
90 Br 3.629 0.144 7.366  0.07
91 Br 4.636 -2.153 5.351  0.00
92 Br 6.753 -0.629 7.239  -0.02
93 H 4.773 -2.021 7.837  0.32
94 C 9.591 1.397 -1.610  -0.37
95 Br 9.354 0.302 -3.198  -0.05
96 Br 8.039 1.322 -0.441  0.03
97 Br 11.230 0.953 -0.664  -0.03
98 H 9.687 2.432 -1.947  0.40
99 C -6.344 -6.310 -2.383  -0.34
100 Br -6.348 -7.237 -0.675  0.01
101 Br -4.546 -5.830 -2.942  0.03
102 Br -7.283 -7.318 -3.755  -0.01
103 H -6.894 -5.375 -2.240  0.32
104 C 0.334 -2.565 2.570  -0.39
105 Br -0.048 -1.926 4.366  -0.09
106 Br 0.520 -1.100 1.307  0.21
107 Br 1.876 -3.748 2.535  -0.09
108 H -0.529 -3.156 2.251  0.40
109 C -7.727 -6.725 3.046  -0.09
110 Br -9.543 -6.245 3.545  0.01
111 Br -6.622 -5.155 2.742  0.03
112 Br -6.920 -7.939 4.333  -0.02
113 H -7.788 -7.262 2.096  0.03
114 C 0.146 7.923 6.352  -0.36
115 Br 1.077 7.554 8.018  -0.03
116 Br 1.068 7.153 4.824  0.05
117 Br -1.718 7.372 6.428  -0.04
118 H 0.153 9.007 6.216  0.36
119 C 4.150 -1.044 11.682  -0.33
120 Br 2.957 -2.219 10.694  -0.03
121 Br 5.983 -1.692 11.662  -0.01
122 Br 4.027 0.795 11.066  -0.01
123 H 3.819 -1.056 12.724  0.35
124 C -12.147 -6.520 -0.023  -0.37
125 Br -10.205 -6.574 0.029  0.10
126 Br -12.930 -8.252 0.385  0.00
127 Br -12.862 -5.117 1.118  -0.02
128 H -12.433 -6.274 -1.049  0.32

Forces on atoms 1 to 3 (eV/Å):
C -0.5 0.4 -0.2
C 1.5 -0.4 1.3
N -2.1 -1.0 -1.2

Output
**Charge**: 0
**Gap between HOMO and LUMO**: 6.64 eV
**HOMO energy**: -7.624 eV
**F_max**: 7.035 eV/A

***

Here is C35H44F5N9O2PS4Tb as an isolated structure at a distorted geometry from the Open Molecules 2025 dataset. Energies are from ωB97M-V/def2-TZVPD.

Last column: Mulliken charge in e.
Element x y z (Å)
1 Tb 0.591 0.067 -0.662  0.08
2 F -3.120 -2.849 4.104  -0.28
3 C -2.324 -2.869 3.023  0.37
4 C -2.239 -1.739 2.191  0.01
5 F -2.922 -0.618 2.477  -0.38
6 C -1.460 -1.793 1.062  -0.06
7 F -1.463 -0.610 0.315  0.61
8 C -0.699 -2.858 0.624  0.67
9 S 0.396 -2.629 -0.732  -0.31
10 C -0.798 -3.985 1.414  -0.07
11 F -0.051 -5.126 1.171  -0.34
12 C -1.574 -3.977 2.596  0.29
13 F -1.624 -5.106 3.268  -0.29
14 N 3.627 0.505 -3.210  -0.39
15 C 3.070 1.681 -2.741  0.18
16 N 2.016 1.789 -1.972  0.56
17 C 1.712 3.119 -1.749  -0.35
18 C 2.616 4.026 -2.260  -0.53
19 S 3.814 3.150 -3.151  -0.16
20 C 0.412 3.454 -1.206  -0.03
21 C -0.208 4.662 -1.306  -0.60
22 S -1.818 4.611 -0.705  -0.22
23 C -1.620 2.927 -0.383  0.31
24 N -0.416 2.452 -0.671  0.74
25 N -2.646 2.210 0.151  -0.16
26 H 2.990 -0.257 -3.399  0.11
27 H 4.532 0.513 -3.657  0.23
28 H 2.591 5.120 -2.261  0.43
29 H 0.245 5.584 -1.637  0.43
30 H -3.564 2.570 -0.016  0.27
31 H -2.543 1.259 0.389  -0.16
32 O 1.802 0.196 1.105  0.21
33 P 2.529 0.685 2.362  -1.00
34 N 1.453 1.581 3.179  0.77
35 C 0.014 1.291 3.062  0.06
36 C -0.639 2.203 4.115  -0.72
37 C 0.458 2.445 5.160  -0.84
38 C 1.777 2.348 4.408  -0.36
39 N 2.998 -0.611 3.234  0.56
40 C 2.670 -2.000 2.883  -0.07
41 C 3.984 -2.767 3.068  -0.61
42 C 4.815 -1.896 4.002  -0.89
43 C 3.953 -0.591 4.315  -0.84
44 N 3.792 1.703 2.149  0.15
45 C 5.194 1.267 1.861  -0.57
46 C 5.560 2.047 0.605  -0.45
47 C 4.887 3.359 0.820  -0.92
48 C 3.583 3.002 1.475  0.11
49 H -0.211 0.240 3.299  -0.08
50 H -0.390 1.554 2.091  -0.21
51 H -1.470 1.656 4.547  0.47
52 H -0.999 3.151 3.722  0.30
53 H 0.371 1.602 5.875  0.25
54 H 0.363 3.366 5.746  0.42
55 H 2.527 1.769 4.914  0.30
56 H 2.176 3.286 4.152  0.33
57 H 2.271 -2.024 1.857  -0.26
58 H 1.840 -2.423 3.471  0.33
59 H 4.436 -2.830 2.067  0.30
60 H 3.822 -3.767 3.420  0.43
61 H 5.809 -1.626 3.652  0.31
62 H 5.000 -2.313 4.992  0.37
63 H 4.627 0.234 4.297  0.48
64 H 3.498 -0.675 5.290  0.50
65 H 5.186 0.204 1.723  0.29
66 H 5.783 1.524 2.715  0.38
67 H 5.196 1.528 -0.322  0.08
68 H 6.655 2.181 0.491  0.43
69 H 4.741 3.945 -0.051  0.43
70 H 5.393 3.982 1.541  0.37
71 H 2.803 3.026 0.700  -0.24
72 H 3.355 3.672 2.251  0.27
73 C -4.431 -4.114 -5.915  -1.23
74 C -3.193 -3.453 -5.308  -0.16
75 C -3.400 -1.921 -5.314  -0.76
76 N -2.252 -1.163 -4.775  -0.04
77 C -1.686 -1.250 -3.554  0.40
78 S -0.191 -0.327 -3.369  -0.53
79 N -2.213 -1.957 -2.554  0.19
80 C -3.516 -2.305 -2.080  0.47
81 O -3.583 -3.300 -1.401  -0.61
82 C -4.553 -1.362 -2.442  -0.17
83 C -4.373 0.036 -2.554  0.37
84 C -5.501 0.814 -2.805  -0.91
85 C -6.756 0.203 -3.041  -0.41
86 C -6.925 -1.137 -2.902  -0.78
87 C -5.823 -1.918 -2.482  -0.31
88 H -4.483 -5.194 -5.734  0.36
89 H -4.330 -3.981 -7.023  0.33
90 H -5.334 -3.575 -5.533  0.30
91 H -2.299 -3.637 -5.868  0.43
92 H -3.002 -3.763 -4.275  0.24
93 H -4.310 -1.574 -4.781  0.02
94 H -3.524 -1.561 -6.307  0.60
95 H -1.661 -0.631 -5.410  0.29
96 H -1.466 -2.385 -2.004  -0.28
97 H -3.441 0.528 -2.373  0.68
98 H -5.461 1.873 -3.005  0.46
99 H -7.603 0.858 -3.318  0.39
100 H -7.889 -1.646 -3.047  0.44
101 H -5.937 -2.972 -2.139  0.44

Forces on atoms 1 to 3 (eV/Å):
Tb 0.3 0.6 -0.9
F 0.8 -0.3 -0.8
C 0.2 0.3 -0.8

Output
**Charge**: +2
**Gap between HOMO and LUMO (alpha / beta)**: 6.82 / 8.39 eV
**HOMO energy (alpha / beta)**: -13.159 / -13.184 eV
**2S+1**: 7
**F_max**: 2.474 eV/A